No. 1
Formula: C12H22CoO7S
Source: OMol25
Level of theory: ωB97M-V/def2-TZVPD

**Multiplicity**: 5
**Net charge**: +1
**⟨S²⟩**: 6.010
**Gap between HOMO and LUMO (spin up / spin down)**: 9.41 / 8.67 eV
**HOMO (spin up / spin down)**: -12.20 / -12.77 eV
**ΔE to the lowest compared entry with this formula, charge and spin**: 94.9 kJ/mol

Structure (XYZ):
```
43
Properties=species:S:1:pos:R:3:nbo_charge:R:1
Co -0.478 1.248 0.310 1.438
O -1.807 4.442 -1.767 -0.608
C -1.481 3.599 -0.834 0.801
O -1.705 2.411 -1.007 -0.680
C -0.605 4.148 0.301 -0.182
O -0.462 3.085 1.241 -0.603
C -1.367 3.075 2.419 -0.187
C -1.373 1.664 2.946 0.758
O -1.763 1.541 4.068 -0.561
O -1.040 0.743 2.067 -0.874
H -2.367 3.912 -2.406 0.521
H -1.038 5.077 0.744 0.246
H 0.377 4.396 -0.085 0.250
H -2.352 3.339 2.218 0.211
H -0.958 3.696 3.185 0.229
C 1.888 -2.049 -3.299 -0.605
C 0.582 -2.440 -2.610 -0.418
C -0.294 -1.263 -2.139 -0.594
S -0.067 -0.938 -0.387 1.214
O 1.401 -1.062 -0.072 -0.970
C -0.994 -2.175 0.493 -0.621
C -0.141 -3.425 0.977 -0.403
C -0.984 -4.200 1.984 -0.627
H 2.461 -2.883 -3.696 0.233
H 2.494 -1.499 -2.588 0.217
H 1.720 -1.313 -4.029 0.204
H 0.855 -3.101 -1.775 0.220
H -0.104 -3.051 -3.215 0.225
H -1.357 -1.454 -2.176 0.235
H -0.206 -0.345 -2.691 0.247
H -1.891 -2.359 -0.121 0.245
H -1.328 -1.536 1.368 0.280
H 0.862 -3.072 1.273 0.243
H 0.118 -3.974 0.075 0.211
H -1.417 -3.652 2.817 0.225
H -0.517 -5.067 2.502 0.241
H -1.916 -4.526 1.449 0.210
C 3.197 1.385 0.724 -0.786
C 2.403 1.234 -0.574 0.714
O 1.302 1.692 -0.826 -0.697
H 4.218 1.363 0.516 0.255
H 3.152 0.893 1.727 0.297
H 2.981 2.441 0.896 0.244
```

No. 2
Formula: C14H18Br2O5
Source: OMol25
Level of theory: ωB97M-V/def2-TZVPD

**Structure (SMILES)**: Brc1cc2c(cc1Br)OCCOCCOCCOCCO2
**Gap between HOMO and LUMO**: 9.01 eV
**HOMO**: -8.27 eV
**ΔE to the lowest compared entry with this formula, charge and spin**: 8.0 kJ/mol

Structure (XYZ):
```
39
Properties=species:S:1:pos:R:3:nbo_charge:R:1
Br 2.318 3.792 2.699 0.074
C 1.717 2.019 2.409 -0.132
C 0.446 1.819 1.891 -0.268
C -0.036 0.538 1.657 0.270
C 0.807 -0.562 1.940 0.265
C 2.065 -0.345 2.473 -0.241
C 2.527 0.939 2.713 -0.134
Br 4.258 1.194 3.433 0.077
O 0.395 -1.854 1.761 -0.507
C 0.150 -2.233 0.416 -0.105
C 1.461 -2.522 -0.333 -0.088
O 2.211 -1.380 -0.679 -0.539
C 1.871 -0.715 -1.874 -0.091
C 1.086 0.589 -1.649 -0.090
O -0.271 0.397 -1.322 -0.563
C -1.143 0.229 -2.417 -0.087
C -2.516 -0.247 -1.924 -0.082
O -3.288 0.761 -1.312 -0.531
C -3.346 0.768 0.093 -0.077
C -2.103 1.340 0.788 -0.105
O -1.276 0.265 1.193 -0.496
H -0.162 2.685 1.688 0.232
H 2.688 -1.197 2.692 0.242
H -0.438 -3.151 0.477 0.190
H -0.416 -1.456 -0.104 0.209
H 1.232 -3.116 -1.229 0.166
H 2.116 -3.105 0.321 0.197
H 2.819 -0.451 -2.356 0.191
H 1.314 -1.384 -2.543 0.165
H 1.176 1.221 -2.542 0.173
H 1.529 1.109 -0.795 0.208
H -0.751 -0.523 -3.117 0.168
H -1.258 1.181 -2.955 0.181
H -2.386 -1.098 -1.247 0.177
H -3.086 -0.573 -2.802 0.189
H -4.208 1.399 0.323 0.196
H -3.526 -0.243 0.483 0.181
H -1.571 1.989 0.084 0.201
H -2.406 1.921 1.669 0.181
```

No. 3
Formula: C28H55BGeN8S3Se4Ti
Source: OMol25
Level of theory: ωB97M-V/def2-TZVPD

**Gap between HOMO and LUMO**: 7.16 eV
**HOMO**: -7.30 eV
**ΔE to the lowest compared entry with this formula, charge and spin**: 20.0 kJ/mol

Structure (XYZ):
```
101
Properties=species:S:1:pos:R:3:lowdin_charge:R:1
Ti 1.212 0.626 -1.837 0.228
C -0.410 4.704 -0.828 -0.111
C -1.296 4.734 0.411 -0.537
C -2.253 5.920 0.290 -0.051
C -0.457 4.894 1.679 -0.031
N -2.082 3.467 0.534 0.030
C -3.449 3.426 0.792 -0.028
C -3.760 2.155 1.107 -0.056
N -2.603 1.414 1.057 0.008
B -2.563 -0.045 1.571 -0.574
N -2.799 -1.128 0.490 0.048
C -3.012 -2.420 0.935 -0.091
C -3.377 -3.167 -0.110 -0.046
N -3.390 -2.339 -1.232 0.007
C -3.055 -1.068 -0.846 -0.585
S -2.973 0.326 -1.829 0.757
C -3.895 -2.885 -2.527 -0.533
C -5.404 -3.101 -2.376 -0.023
C -3.648 -1.989 -3.736 -0.086
C -3.186 -4.223 -2.782 -0.021
N -1.257 -0.226 2.417 0.007
C -1.175 0.550 3.557 -0.066
C -0.049 0.227 4.208 -0.035
N 0.580 -0.769 3.470 0.011
C -0.187 -1.041 2.371 -0.640
S 0.183 -2.165 1.133 0.768
C 1.816 -1.482 3.906 -0.546
C 1.502 -2.960 4.132 -0.046
C 2.922 -1.297 2.864 -0.049
C 2.302 -0.886 5.227 -0.055
C -1.595 2.206 0.687 -0.616
S 0.010 1.633 0.480 0.775
H 0.052 5.684 -0.962 0.095
H -0.993 4.463 -1.717 0.044
H 0.374 3.959 -0.710 -0.012
H -1.655 6.820 0.154 0.091
H -2.855 6.055 1.188 0.083
H -2.908 5.818 -0.576 0.094
H 0.135 5.809 1.613 0.092
H 0.219 4.047 1.801 0.054
H -1.104 4.959 2.556 0.090
H -4.089 4.281 0.715 0.111
H -4.706 1.713 1.362 0.126
H -3.474 -0.140 2.364 0.128
H -2.885 -2.689 1.968 0.127
H -3.612 -4.213 -0.151 0.118
H -5.899 -2.147 -2.190 0.094
H -5.628 -3.773 -1.547 0.081
H -5.810 -3.532 -3.292 0.091
H -4.196 -1.055 -3.674 0.047
H -3.985 -2.540 -4.616 0.095
H -2.593 -1.748 -3.862 0.050
H -3.510 -5.007 -2.099 0.078
H -2.105 -4.105 -2.687 0.070
H -3.410 -4.557 -3.794 0.093
H -1.925 1.283 3.798 0.129
H 0.354 0.644 5.108 0.110
H 1.208 -3.447 3.205 0.032
H 0.693 -3.066 4.858 0.092
H 2.390 -3.459 4.523 0.090
H 2.702 -1.863 1.961 0.041
H 3.868 -1.654 3.276 0.090
H 3.030 -0.240 2.609 0.079
H 1.567 -1.014 6.023 0.087
H 2.545 0.173 5.128 0.090
H 3.209 -1.413 5.520 0.090
Se 2.632 0.004 -3.943 0.148
Se 2.827 2.182 -4.751 0.062
Se 1.665 3.129 -2.957 0.096
Se -0.394 2.129 -3.209 0.208
N -0.520 -0.560 -1.676 -0.225
C -0.578 -1.616 -2.719 -0.236
C 0.210 -2.846 -2.288 -0.183
C 1.695 -2.567 -2.074 -0.240
N 1.894 -1.377 -1.208 -0.109
H -0.623 -0.995 -0.749 -0.003
H -1.355 0.033 -1.756 -0.220
H -0.179 -1.213 -3.652 0.100
H -1.620 -1.895 -2.894 0.040
H 0.104 -3.619 -3.051 0.117
H -0.223 -3.233 -1.361 0.079
H 2.185 -2.386 -3.030 0.048
H 2.171 -3.439 -1.621 0.123
H 2.883 -1.283 -1.001 0.023
H 1.411 -1.558 -0.314 -0.070
C 5.498 2.128 -1.896 -0.218
Ge 4.633 0.863 -0.690 0.728
C 5.418 1.147 1.094 -0.219
C 5.170 -0.964 -1.195 -0.229
C 2.708 1.157 -0.460 -0.512
H 6.570 1.921 -1.908 0.022
H 5.348 3.153 -1.550 0.025
H 5.119 2.046 -2.914 -0.037
H 6.495 1.310 1.021 0.016
H 5.247 0.279 1.736 -0.002
H 4.969 2.020 1.571 0.020
H 6.259 -0.963 -1.281 0.025
H 4.763 -1.275 -2.158 -0.014
H 4.909 -1.697 -0.427 0.019
H 2.616 2.219 -0.226 -0.028
H 2.437 0.630 0.468 -0.036
```